--- P ---
{
  "formula": "C3H10NS",
  "method": "ωB97M-V/def2-TZVPD",
  "species": ["S", "N", "C", "C", "C", "H", "H", "H", "H", "H", "H", "H", "H", "H", "H"],
  "positions_angstrom": [[2.3151, -0.7336, 0.2699], [-0.5074, -0.0153, 1.3653], [-0.8124, 2.0834, 0.0582], [1.3639, -1.7889, -0.9480], [-0.9002, 0.5582, 0.0578], [-1.0320, -0.9709, 1.5270], [0.3995, -0.2181, 1.8028], [-0.2142, 2.4451, -0.7392], [-1.7983, 0.1300, -0.2532], [1.8840, -2.7495, -0.7649], [0.2599, -1.8336, -0.8129], [-1.8663, 2.3594, 0.2013], [-0.2712, 0.0526, -0.7287], [-0.3951, 2.3111, 0.9692], [1.5749, -1.6301, -2.0046]],
  "total_charge": -1,
  "multiplicity": 1,
  "orbital_gap_ev": 6.411
}

=====

--- Q ---
{
  "formula": "C3H10NS",
  "method": "ωB97M-V/def2-TZVPD",
  "species": ["S", "N", "C", "C", "C", "H", "H", "H", "H", "H", "H", "H", "H", "H", "H"],
  "positions_angstrom": [[1.7756, -1.0219, -1.8883], [-1.2976, 0.4536, 1.0202], [-1.5514, -0.7886, 1.7862], [-0.9063, 0.0947, -0.3826], [2.4031, 0.6414, -1.4988], [-0.5518, 0.9028, 1.5330], [0.0032, -0.5200, -0.4044], [-1.8103, -0.3674, -0.8129], [-2.3539, -0.6605, 2.5121], [-0.7713, 0.9981, -0.9718], [-0.6181, -1.1152, 2.3144], [1.5977, 1.4169, -1.4627], [-1.7003, -1.6161, 1.0883], [2.7971, 0.5356, -0.4900], [2.9844, 1.0464, -2.3425]],
  "total_charge": -1,
  "multiplicity": 1,
  "orbital_gap_ev": 6.032
}

=====

Relative energies, in kJ/mol, with the most stable structure set to zero: P 43.2; Q 0.0.

=====

--- P ---
{
  "formula": "C7H12N5",
  "method": "ωB97M-V/def2-TZVPD",
  "species": ["N", "N", "N", "N", "N", "C", "C", "C", "C", "C", "C", "C", "H", "H", "H", "H", "H", "H", "H", "H", "H", "H", "H", "H"],
  "positions_angstrom": [[-2.2208, -1.2150, -0.8193], [-0.1050, 0.5930, -0.1092], [-1.2064, 1.1907, -0.5694], [-3.0203, -0.7151, 0.0233], [2.2940, -0.9190, -0.1233], [-0.0720, -0.7206, 0.0976], [2.3537, 0.6098, -0.1603], [-3.2441, 0.3784, 0.6144], [-1.0570, -1.5573, -0.3679], [-2.2627, 1.4367, 0.3538], [1.1754, -1.3313, 0.6758], [1.1006, 1.1411, -0.7799], [3.2542, 0.9186, -0.6581], [-1.8094, 1.5857, 1.4013], [3.1420, -1.2519, 0.1175], [1.2229, -0.8594, 1.6056], [0.9856, -2.4574, 0.6024], [-3.8269, 0.6107, 1.3991], [-0.7225, -2.5930, -0.6037], [1.1042, 0.8340, -1.8660], [0.9948, 2.1529, -0.7700], [2.0705, -1.3102, -1.0741], [-2.6974, 2.5052, 0.0553], [2.5464, 0.9733, 0.9548]],
  "total_charge": 1,
  "multiplicity": 1,
  "orbital_gap_ev": [7.548, 7.723]
}

=====

--- Q ---
{
  "formula": "C7H12N5",
  "method": "ωB97M-V/def2-TZVPD",
  "species": ["N", "N", "N", "N", "N", "C", "C", "C", "C", "C", "C", "C", "H", "H", "H", "H", "H", "H", "H", "H", "H", "H", "H", "H"],
  "positions_angstrom": [[-0.1933, -0.9902, 0.3395], [2.1817, -0.2100, 0.6991], [-1.1195, 1.0052, 0.0649], [0.4729, 2.3154, 1.4637], [2.4138, 0.8509, -1.2630], [-2.0844, 1.9427, -0.4585], [0.8682, -0.0372, 0.2397], [3.0062, 0.3948, -0.2188], [1.0626, 0.6111, -1.1592], [0.0240, -2.4089, 0.4476], [-1.2967, -0.3043, 0.0930], [0.2621, 1.3492, 0.3265], [1.3487, 2.1411, 1.9346], [4.0608, 0.4860, -0.0376], [0.4198, 3.2777, 1.1538], [-1.5863, 2.5793, -1.1968], [-0.0687, -2.7456, 1.4849], [0.4094, 0.6212, -2.0030], [-2.2481, -0.7726, -0.0937], [1.0349, -2.6289, 0.0907], [-2.4987, 2.5738, 0.3278], [-0.6923, -2.9490, -0.1722], [2.4578, -0.7002, 1.5322], [-2.8900, 1.3991, -0.9517]],
  "total_charge": 1,
  "multiplicity": 1,
  "orbital_gap_ev": 8.549
}

=====

Relative energies, in kJ/mol, with the most stable structure set to zero: P 476.1; Q 0.0.